No. 1
Molecular formula: C13H21BiF6N4O6S2
Method: DFT, wB97M-V/def2-TZVPD

Positions of all 53 atoms, in Å:
Bi (0.3044, 0.9171, 0.1537)
N (1.0580, -1.2388, -1.0968)
C (2.3227, -1.8126, -0.6286)
C (3.2044, -0.7142, -0.0424)
N (2.4876, 0.1104, 0.9391)
C (2.4192, -0.4203, 2.3136)
C (1.2300, -1.3404, 2.5399)
N (-0.0160, -0.6776, 2.1319)
H (0.2792, -1.8668, -0.9133)
H (1.0703, -1.0388, -2.0898)
H (2.8677, -2.3127, -1.4326)
H (2.0937, -2.5736, 0.1149)
H (3.5330, -0.0466, -0.8422)
H (4.1012, -1.1537, 0.4050)
H (2.9100, 1.0462, 0.9944)
H (2.3430, 0.4414, 2.9775)
H (3.3466, -0.9468, 2.5593)
H (1.2091, -1.6363, 3.5917)
H (1.3137, -2.2542, 1.9580)
H (-0.4097, -0.1237, 2.8846)
H (-0.7006, -1.3609, 1.8211)
C (-0.8715, 3.1686, -1.1526)
C (-1.1190, 2.1200, -2.0794)
C (0.1060, 1.6231, -2.5183)
C (1.1432, 2.3289, -1.8338)
C (0.5109, 3.3203, -1.0215)
H (-1.6232, 3.7518, -0.6437)
H (-2.0914, 1.7605, -2.3799)
H (0.2450, 0.8425, -3.2521)
H (2.2026, 2.2737, -2.0383)
H (1.0291, 4.0472, -0.4165)
F (-0.2705, -4.1329, -2.0197)
C (-0.7395, -4.9608, -1.0791)
F (0.2861, -5.6725, -0.6095)
F (-1.6188, -5.7797, -1.6349)
S (-1.4915, -4.0039, 0.2988)
O (-0.4204, -3.1174, 0.7132)
O (-1.9428, -4.9910, 1.2211)
N (-2.6979, -3.2866, -0.4008)
S (-2.9040, -1.7645, -0.6907)
O (-4.2186, -1.3344, -0.3507)
O (-1.7867, -0.9320, -0.2876)
C (-2.8436, -1.6678, -2.5325)
F (-3.5499, -2.6360, -3.0969)
F (-3.3261, -0.4886, -2.9228)
F (-1.5770, -1.7526, -2.9604)
C (1.8119, 4.0676, 3.0601)
C (1.8441, 2.9213, 2.0781)
O (2.8682, 2.6688, 1.4343)
O (0.7549, 2.2403, 1.9700)
H (2.5768, 4.7978, 2.8102)
H (2.0244, 3.6738, 4.0559)
H (0.8263, 4.5269, 3.0869)

2S+1: 1
M, g/mol: 716.435
LUMO level, Eh: 0.00451
Highest occupied orbital energy, eV: -8.94
Gap between HOMO and LUMO, eV: 9.07
Energy, Eh: -2788.643053


No. 2
Molecular formula: H3IN2
Method: DFT, wB97M-V/def2-TZVPD

Positions of all 6 atoms, in Å:
N (0.0344, 0.0855, -1.4354)
N (0.2390, -0.3246, 1.1096)
I (-1.1334, 0.7543, 1.9237)
H (0.6526, -0.6817, -1.5447)
H (-0.9374, -0.0270, -1.2353)
H (1.1448, 0.1934, 1.1822)

2S+1: 1
M, g/mol: 157.942
LUMO level (spin up / spin down), Eh: -0.08787 / -0.08784
Highest occupied orbital energy (spin up / spin down), eV: -8.68 / -8.68
Gap between HOMO and LUMO (spin up / spin down), eV: 6.29 / 6.29
Energy, Eh: -408.795845